No. 1
2 unconnected molecules or ions with the total composition C5H17N2O at a distorted geometry. Source: the OMol25 dataset; level of theory: ωB97M-V/def2-TZVPD.

The geometry in XYZ format:
```
25
Properties=species:S:1:pos:R:3:forces:R:3
O 2.652888 1.817495 -0.287809 0.072 0.298 -0.232
N 0.361323 1.101597 0.969013 -0.039 -0.814 -1.582
N -1.654468 0.290100 2.491171 1.019 -1.506 -0.681
C 0.474510 -2.197433 -2.412616 0.518 0.564 -1.739
C -1.566335 -0.453666 1.215769 -0.299 0.358 -0.855
C 0.143670 -1.442617 -1.148359 -0.282 -1.470 1.602
C -0.318740 -0.007219 -1.147551 0.039 0.846 -0.427
C -0.843117 0.474815 0.205134 0.878 0.066 1.072
H 0.468111 0.710333 -1.417710 0.446 -0.369 0.137
H -0.128298 -1.950500 -3.293220 -0.256 0.607 0.299
H 0.350220 -3.279095 -2.440881 0.240 -0.035 0.956
H -1.535311 1.302011 0.075590 0.044 0.144 -0.114
H 0.340134 0.788815 1.938885 -0.121 0.460 0.221
H 3.371939 2.223287 0.205328 0.180 -0.074 0.147
H -2.527984 0.727151 2.482031 -1.486 1.124 0.453
H -1.659931 -0.373537 3.255869 -0.083 0.093 0.091
H 1.229772 0.863960 0.456891 -0.113 -0.111 0.589
H -2.507292 -0.598375 0.670758 -0.342 -0.126 0.608
H -0.990766 0.293945 -1.939768 -0.878 -0.697 -0.116
H 0.345468 2.106420 0.852064 -0.144 0.292 0.640
H 1.493970 -1.958245 -2.728002 0.008 -0.230 -0.003
H -0.561257 -2.065998 -0.580425 -0.499 0.350 -0.374
H 0.972502 -1.519828 -0.428547 0.373 0.133 -0.385
H 2.639236 2.310577 -1.117168 0.014 -0.130 -0.074
H -1.216077 -1.468168 1.394621 0.712 0.228 -0.231
```
Forces are in eV/Å.

spin multiplicity	1
orbital gap	11.2008	eV
charge	+1

---

No. 2
A gas-phase ion, C8H10Br2N (charge +1) at a distorted geometry. Source: the OMol25 dataset; level of theory: ωB97M-V/def2-TZVPD.

The geometry in XYZ format:
```
21
Properties=species:S:1:pos:R:3:forces:R:3
Br -0.009667 3.153126 0.219935 0.377 0.838 -0.177
Br -3.897037 -0.959547 0.048739 0.018 0.423 -0.113
N 0.247022 -1.096536 0.222042 1.312 1.777 1.365
C 0.586225 0.186089 -0.437018 -1.962 3.424 -0.144
C -1.784834 1.033809 0.308474 -3.792 0.587 -0.470
C -1.190075 -1.284891 0.072744 -0.838 -2.427 -1.640
C -0.604112 1.448424 0.039825 5.386 -3.140 -1.047
C 0.547127 -0.842222 1.721149 0.739 1.287 0.273
C -2.122720 -0.353527 0.136845 0.461 0.255 0.495
C 1.042873 0.261794 -1.874269 -1.280 1.772 1.476
C 1.966938 0.655003 -0.783768 1.348 -2.211 1.790
H -2.569686 1.795823 0.290656 -0.032 -0.397 0.823
H 1.297344 -1.573673 2.074330 -0.675 0.423 -0.031
H 0.592570 1.150467 -2.292643 -0.052 -0.385 -0.949
H 2.120817 1.692479 -0.549305 0.251 0.252 -0.312
H 2.827777 -0.018325 -0.461104 -1.154 0.936 -0.648
H -0.393051 -0.792746 2.272898 0.234 -0.692 -0.055
H 1.044954 -0.651754 -2.380997 0.497 -0.998 -1.058
H -1.596929 -2.199795 -0.333168 0.924 -0.724 0.468
H 0.960741 -1.821655 -0.066395 -1.776 0.446 -0.136
H 0.933730 0.217647 1.771035 0.014 -1.446 0.089
```
Forces are in eV/Å.

spin multiplicity	1
orbital gap	9.1502	eV
charge	+1
SMILES	C[N@H+]1C=C(Br)C=C(Br)C12CC2

---

No. 3
A molecular structure, C50H51ClIN5O5SSe2Ti. Source: the OMol25 dataset; level of theory: ωB97M-V/def2-TZVPD.

The geometry in XYZ format:
```
117
Properties=species:S:1:pos:R:3:forces:R:3
I -0.362068 -3.850627 -3.738186 -0.133 -0.023 -0.006
Se 5.095667 -1.313549 -1.317738 -0.032 -0.051 -0.035
Se 2.379041 -1.986957 1.390687 -0.229 0.209 -0.096
Ti 0.663564 -0.512112 0.151345 -0.318 -0.359 0.436
Cl 1.928308 0.345600 -6.757336 0.004 -0.013 -0.011
S -2.273465 1.466949 3.090782 0.028 0.289 0.124
O 5.320952 -3.154505 1.283986 0.023 0.011 -0.047
O -3.004411 0.249481 2.833414 -0.005 -0.146 -0.044
O 0.523314 -1.685121 -1.425750 0.049 -0.492 -0.475
O 2.377349 -5.233873 -2.112682 0.069 -0.042 0.129
O -2.239052 1.890756 4.482370 -0.084 -0.080 -0.003
N -0.975264 0.506390 -0.678297 0.200 0.042 0.454
N 1.847550 0.547882 -1.598446 -0.100 0.028 0.034
N -0.868491 1.417740 2.384377 0.092 0.034 -0.075
N 1.808119 1.032647 1.428725 0.039 0.023 0.014
N -0.790085 -1.520293 1.020471 -0.045 0.015 -0.189
C 2.522034 2.850721 2.858884 0.090 0.077 0.047
C 4.157597 1.553819 1.670187 -0.072 -0.069 -0.054
C 3.080754 0.844444 1.107352 -0.015 0.176 0.178
C -4.317492 3.318496 2.867505 0.113 0.086 0.035
C -0.523923 -4.964873 3.485663 -0.005 -0.016 0.036
C -5.732041 5.440398 0.051217 0.003 0.040 -0.015
C 0.943617 4.287069 3.927394 -0.015 -0.005 -0.004
C -0.408250 -2.553719 3.236116 -0.005 -0.034 -0.007
C -3.763418 3.874344 0.207373 0.019 0.004 0.005
C -5.111779 4.201349 2.155981 -0.014 0.026 -0.012
C -0.326531 -3.700834 4.016598 -0.029 0.036 0.012
C 2.636591 1.663182 -4.033337 0.020 0.019 -0.033
C 3.708089 -2.737241 -1.477143 0.075 0.069 0.064
C -2.134202 -0.435071 -3.273428 -0.053 -0.026 0.071
C 3.674740 -3.893522 -0.445864 0.024 -0.050 0.033
C 1.922363 0.450762 -4.018606 0.044 -0.023 -0.112
C 0.581603 -2.007439 -3.795064 0.229 0.012 -0.053
C 5.004900 -4.106678 0.300501 0.041 -0.051 -0.076
C -0.183628 -1.228713 3.892840 0.041 0.001 0.013
C 0.921663 -1.482985 -5.058515 -0.036 -0.091 0.060
C -0.796006 -5.084639 2.137888 0.019 -0.003 -0.025
C -4.846171 4.493545 0.816729 -0.015 -0.032 0.030
C -0.092068 3.473957 3.461844 -0.010 0.055 0.009
C 0.858730 -1.320586 -2.626613 -0.049 0.184 -0.044
C -1.571288 0.944755 -3.030002 0.087 -0.012 -0.029
C 1.560691 -0.076414 -2.769427 0.052 -0.070 0.052
C 2.245614 3.969774 3.673305 0.001 -0.011 -0.010
C -1.561761 1.794008 -4.130316 0.010 -0.011 -0.004
C 1.554205 -0.285226 -5.171748 0.024 0.064 0.065
C 3.868139 2.558078 2.529168 -0.002 0.045 0.038
C -0.490464 3.490541 -2.865900 -0.022 0.048 0.004
C 2.961368 2.254668 -2.850583 -0.051 -0.025 0.037
C 1.489819 2.029830 2.342225 -0.165 -0.072 -0.096
C -3.299685 -2.027923 0.783305 -0.038 0.016 0.482
C -2.055453 -1.235116 0.500717 0.063 0.141 -0.230
C -0.494780 2.682925 -1.732395 -0.059 0.036 0.001
C -2.965045 2.982818 0.913017 0.011 0.057 0.047
C -0.688945 -2.681448 1.864517 -0.045 -0.074 -0.104
C -1.021138 3.066475 -4.068950 -0.011 -0.009 0.019
C -0.876282 -3.961206 1.319396 0.050 0.048 0.031
C 0.064632 3.275970 -0.469425 -0.010 -0.025 0.077
C 2.509060 -3.744314 0.552587 0.044 0.070 -0.032
C 0.115292 2.295832 2.741952 0.143 -0.006 0.093
C -1.033923 1.378611 -1.788345 0.015 -0.136 -0.278
C -2.147552 -0.157450 -0.319229 0.005 0.146 -0.043
C -1.151985 -4.167196 -0.140690 -0.058 -0.091 -0.097
C 2.540717 1.659962 -1.652777 0.054 0.067 -0.017
C -3.503803 0.392792 -0.672264 -0.105 -0.072 -0.098
C 3.457766 -5.226647 -1.183601 -0.106 0.050 -0.100
C -3.233837 2.712971 2.241976 -0.052 -0.008 -0.139
H -1.101748 3.746377 3.722122 -0.028 -0.013 0.021
H 1.669846 -4.682285 -1.756600 0.008 0.001 -0.030
H -3.542091 4.074490 -0.835938 0.004 -0.007 -0.021
H 3.070607 4.560224 4.052927 0.001 0.010 -0.005
H 2.784935 2.138413 -0.716861 -0.050 0.028 0.004
H -0.806418 -3.331229 -0.738602 0.023 0.056 -0.018
H 3.313853 -6.025522 -0.441382 -0.003 -0.001 -0.011
H -3.434682 1.302894 -1.268347 -0.013 -0.081 0.017
H 4.351428 -5.463517 -1.768478 0.012 -0.001 0.013
H 4.965031 -5.075066 0.815578 -0.011 -0.011 -0.015
H -4.113657 -0.324538 -1.227450 0.000 -0.038 -0.012
H -4.038409 -1.400754 1.287210 -0.004 0.029 0.005
H 5.396775 -2.308578 0.787873 -0.027 -0.007 0.040
H -1.745509 -0.824385 -4.214509 -0.042 0.019 -0.010
H 3.323026 0.117758 0.339924 0.072 0.023 0.043
H 0.468453 -0.592528 3.297221 -0.030 -0.028 0.013
H -3.222763 -0.392900 -3.360804 -0.019 0.000 0.034
H -4.515754 3.100246 3.908987 -0.004 -0.021 0.007
H -4.042355 0.634255 0.249438 -0.018 -0.039 -0.045
H 1.032987 3.746078 -0.649714 0.048 -0.035 -0.010
H -0.094257 -3.586271 5.069679 0.004 -0.007 -0.003
H 0.671200 -2.044950 -5.947763 -0.002 0.012 -0.005
H 2.621305 -4.478761 1.353708 -0.028 0.033 0.027
H -0.053774 4.481594 -2.783506 -0.004 -0.005 -0.003
H -0.592388 4.055971 -0.076005 -0.027 -0.007 -0.012
H 1.538891 -3.924677 0.083184 0.074 -0.021 -0.088
H 3.519354 3.179707 -2.811910 0.023 -0.012 -0.003
H -0.455025 -5.844175 4.115941 0.014 0.003 -0.003
H -3.111503 -2.877708 1.435992 0.013 0.027 0.001
H -0.933166 -6.063368 1.689544 0.005 -0.005 0.000
H 4.647784 3.174724 2.964171 -0.001 -0.006 0.010
H -0.658236 -5.077522 -0.493606 0.008 0.034 0.008
H -1.889124 -1.143849 -2.485418 0.021 0.026 0.005
H 0.268054 -1.372847 4.875347 0.021 -0.008 0.008
H 0.169841 2.525845 0.304146 -0.016 0.009 -0.025
H -1.006015 3.706656 -4.942830 0.014 -0.002 -0.001
H -5.395037 5.542164 -0.980436 0.004 -0.003 0.001
H -2.146132 2.460237 0.435964 -0.010 0.079 0.047
H -6.765264 5.086414 0.033121 -0.001 -0.006 0.004
H -5.958342 4.673574 2.644673 -0.003 0.003 0.002
H -3.745020 -2.401719 -0.143639 0.021 0.007 -0.006
H -2.222367 -4.290845 -0.332833 0.001 0.021 0.012
H 2.746571 -2.236036 -1.421972 0.070 -0.034 -0.050
H 2.928532 2.098004 -4.979352 -0.002 -0.003 -0.005
H -5.737088 6.435651 0.502021 0.005 -0.001 0.010
H 0.694165 5.163651 4.514804 0.004 0.006 -0.005
H 5.159950 1.288226 1.364691 0.002 -0.013 -0.015
H 3.794247 -3.154365 -2.480596 0.070 0.001 0.003
H 5.798082 -4.156711 -0.459229 0.001 0.005 0.015
H -1.962055 1.420212 -5.067694 0.002 0.005 0.000
H -1.126289 -0.701581 4.017450 0.008 -0.020 0.012
```
Forces are in eV/Å.

spin multiplicity	1
orbital gap	5.1431	eV
charge	-2

---

E_tot: -385.207428 -5513.225106 -9394.515589 (Ha)